# 1
Here is a 9-piece molecular cluster, C38H61FN8 overall at a distorted geometry from the OMol25 dataset. Energies are from wB97M-V/def2-TZVPD.

Structure (XYZ):
```
108
Properties=species:S:1:pos:R:3
F -0.24 2.01 -1.84
C -0.21 1.12 -0.82
C -0.97 -0.05 -0.80
C -0.73 -0.99 0.16
C 0.29 -0.74 1.12
C 0.93 0.45 1.22
C 0.71 1.38 0.22
H -1.65 -0.31 -1.59
H -1.29 -1.91 0.07
H 0.30 -1.59 1.78
H 1.75 0.61 1.89
H 1.31 2.26 0.05
C -3.96 -2.00 4.14
C -3.87 -3.44 3.66
C -2.85 -3.67 2.51
C -1.49 -3.82 3.01
N -0.44 -3.92 3.46
H -2.96 -1.77 4.49
H -4.74 -2.00 4.91
H -4.24 -1.30 3.35
H -4.85 -3.68 3.25
H -3.83 -4.12 4.51
H -3.00 -2.95 1.69
H -3.11 -4.62 2.04
C 2.03 -6.71 -3.40
C 2.39 -5.51 -2.58
C 1.88 -5.56 -1.11
C 0.61 -4.93 -0.96
N -0.40 -4.38 -0.87
H 1.11 -6.57 -3.96
H 2.12 -7.68 -2.91
H 2.84 -6.81 -4.12
H 2.08 -4.56 -3.02
H 3.47 -5.42 -2.64
H 2.56 -5.15 -0.37
H 1.68 -6.57 -0.76
C -4.38 -2.17 -2.83
C -3.05 -2.13 -3.60
C -2.60 -3.51 -4.08
C -1.24 -3.60 -4.59
N -0.16 -3.62 -5.07
H -4.36 -2.56 -1.81
H -5.21 -2.73 -3.26
H -4.72 -1.13 -2.74
H -2.21 -1.85 -2.96
H -3.08 -1.48 -4.48
H -3.35 -4.07 -4.65
H -2.59 -4.06 -3.14
C -3.53 4.06 -2.96
C -3.10 2.81 -3.67
C -4.22 1.96 -4.31
C -5.25 1.66 -3.24
N -5.99 1.39 -2.41
H -4.49 4.46 -3.27
H -2.76 4.83 -3.04
H -3.50 4.02 -1.87
H -2.58 2.03 -3.12
H -2.26 3.19 -4.26
H -3.77 1.09 -4.79
H -4.68 2.58 -5.08
C 1.10 8.93 2.67
C 0.83 7.38 2.96
C 1.51 6.46 1.94
C 1.58 4.99 2.18
N 1.64 3.86 2.31
H 1.73 9.12 1.81
H 1.39 9.52 3.54
H 0.13 9.28 2.33
H -0.24 7.24 3.13
H 1.26 7.21 3.95
H 2.52 6.84 1.80
H 0.93 6.67 1.04
C 2.98 -1.84 3.11
C 4.01 -1.34 2.08
C 4.87 -0.04 2.40
C 5.18 -0.11 3.79
N 5.41 -0.13 4.91
H 2.39 -2.57 2.56
H 2.50 -1.03 3.67
H 3.49 -2.47 3.84
H 3.44 -1.25 1.15
H 4.82 -2.06 1.96
H 4.34 0.89 2.21
H 5.78 -0.14 1.82
C 1.62 -0.81 -3.50
C 1.93 0.54 -4.26
C 1.24 0.68 -5.67
C -0.24 0.89 -5.63
N -1.35 1.07 -5.70
H 0.54 -0.96 -3.59
H 1.94 -0.80 -2.45
H 1.93 -1.70 -4.03
H 3.02 0.51 -4.39
H 1.75 1.37 -3.57
H 1.49 -0.16 -6.32
H 1.67 1.53 -6.20
C 0.82 0.80 4.98
C 1.29 2.18 5.49
C 2.65 2.69 5.06
C 2.86 4.19 5.09
N 3.04 5.36 5.08
H 0.64 0.78 3.90
H -0.04 0.41 5.51
H 1.52 0.00 5.21
H 1.09 2.22 6.57
H 0.62 2.96 5.14
H 2.76 2.42 4.01
H 3.44 2.13 5.57
```

For the total energy, the calculation gives -55029.166 eV. As for the SMILES: Fc1ccccc1.CCCC#N.CCCC#N.CCCC#N.CCCC#N.CCCC#N.CCCC#N.CCCC#N.CCCC#N. For the LUMO energy, the calculation gives 0.0158 Ha. The calculation puts the energy relative to the best compared isomer or geometry (same formula, charge and spin) at 70.6 kcal per mole. The net charge is 0. The calculation puts the gap between HOMO and LUMO at 9.548 eV.

***

# 2
Here is a 2-piece molecular cluster, C4H10N2O3 overall at a distorted geometry from the OMol25 dataset. Energies are from wB97M-V/def2-TZVPD.

Structure (XYZ):
```
19
Properties=species:S:1:pos:R:3
N -0.16 0.61 2.28
C 0.18 0.88 0.97
O 0.24 2.04 0.56
C 1.54 -0.08 0.44
O 2.32 0.63 -0.49
H -0.19 1.43 2.88
H 0.01 -0.32 2.66
H 1.43 -1.10 0.08
H 2.10 -0.19 1.37
H 1.83 1.45 -0.71
C -0.52 -0.64 -2.11
C -0.93 -1.11 -0.74
N -1.55 -0.10 0.07
O -0.98 -2.27 -0.37
H -0.33 0.44 -2.11
H -1.32 -0.86 -2.82
H 0.40 -1.14 -2.40
H -2.21 -0.46 0.76
H -1.84 0.79 -0.32
```

For the total energy, the calculation gives -13432.026 eV. As for the SMILES: NC(=O)CO.CC(N)=O. For the LUMO energy, the calculation gives 0.0258 Ha. The calculation puts the energy relative to the best compared isomer or geometry (same formula, charge and spin) at 42.2 kcal per mole. The net charge is 0. The calculation puts the gap between HOMO and LUMO at 10.252 eV.

***

# 3
Here is a 13-piece molecular cluster, C52H143N13O13 overall at a distorted geometry from the OMol25 dataset. Energies are from wB97M-V/def2-TZVPD.

Structure (XYZ):
```
221
Properties=species:S:1:pos:R:3
C 5.06 -3.11 6.31
C 3.63 -3.59 5.90
C 2.95 -2.60 5.02
O 2.54 -1.62 5.91
C 1.71 -0.65 5.29
N 3.84 -4.88 5.19
H 5.72 -2.99 5.45
H 5.58 -3.96 6.77
H 5.01 -2.22 6.94
H 3.08 -3.80 6.82
H 2.08 -3.16 4.66
H 3.47 -2.24 4.13
H 1.17 -0.06 6.03
H 1.00 -1.07 4.57
H 2.31 0.01 4.65
H 2.96 -5.36 5.15
H 4.53 -5.42 5.69
C -3.37 -2.04 -6.00
C -2.12 -2.95 -6.18
C -1.90 -3.80 -4.89
O -0.55 -4.26 -5.04
C 0.00 -4.89 -3.87
N -2.26 -3.80 -7.40
H -3.25 -1.38 -5.14
H -4.24 -2.69 -5.87
H -3.54 -1.47 -6.91
H -1.28 -2.29 -6.41
H -2.67 -4.57 -4.77
H -1.96 -3.18 -3.99
H -0.32 -4.21 -3.07
H 1.08 -5.02 -3.98
H -0.52 -5.83 -3.69
H -3.00 -4.43 -7.16
H -1.47 -4.43 -7.37
C 4.62 -0.23 2.39
C 5.77 0.57 3.13
C 6.91 0.88 2.14
O 7.92 1.66 2.79
C 8.92 2.19 1.89
N 5.20 1.89 3.45
H 4.85 -1.23 2.02
H 4.07 0.24 1.57
H 3.78 -0.23 3.09
H 6.24 0.02 3.95
H 6.48 1.48 1.34
H 7.29 -0.09 1.82
H 9.19 3.17 2.29
H 8.47 2.47 0.93
H 9.76 1.52 1.72
H 4.61 1.82 4.27
H 5.91 2.59 3.61
C -2.03 -4.88 2.97
C -0.83 -5.34 2.11
C -1.14 -5.07 0.62
O -2.15 -5.97 0.11
C -2.29 -5.99 -1.29
N 0.33 -4.55 2.46
H -2.24 -3.81 2.90
H -1.69 -4.95 4.00
H -2.88 -5.55 2.85
H -0.69 -6.39 2.37
H -0.24 -5.31 0.06
H -1.33 -4.00 0.49
H -2.35 -4.98 -1.71
H -3.26 -6.43 -1.55
H -1.46 -6.49 -1.77
H 0.02 -3.61 2.28
H 1.17 -4.83 1.96
C 8.23 0.23 -4.69
C 7.72 0.83 -3.39
C 7.38 -0.15 -2.27
O 6.25 -1.02 -2.66
C 5.92 -1.89 -1.59
N 8.61 1.95 -2.97
H 7.54 -0.55 -4.98
H 9.19 -0.28 -4.58
H 8.43 1.03 -5.40
H 6.79 1.36 -3.60
H 7.03 0.41 -1.40
H 8.27 -0.73 -1.99
H 5.27 -2.66 -2.03
H 5.38 -1.48 -0.74
H 6.78 -2.34 -1.09
H 8.03 2.71 -2.65
H 9.08 2.39 -3.74
C 1.20 -0.29 -6.24
C 0.94 0.22 -4.82
C -0.61 0.33 -4.38
O -1.34 1.34 -5.13
C -2.39 1.76 -4.33
N 1.72 -0.53 -3.83
H 2.28 -0.31 -6.42
H 0.72 0.41 -6.92
H 0.73 -1.25 -6.45
H 1.37 1.22 -4.93
H -0.59 0.53 -3.31
H -1.04 -0.65 -4.56
H -3.08 2.33 -4.94
H -2.07 2.29 -3.43
H -3.07 0.97 -4.01
H 2.69 -0.40 -4.06
H 1.53 -1.49 -4.08
C 3.25 3.05 -2.88
C 4.54 2.77 -2.17
C 5.26 4.04 -1.93
O 6.70 3.81 -1.88
C 7.42 4.72 -1.14
N 4.26 1.87 -1.05
H 2.72 3.81 -2.30
H 2.63 2.16 -2.99
H 3.49 3.38 -3.89
H 5.07 2.18 -2.92
H 4.96 4.40 -0.95
H 5.11 4.84 -2.65
H 7.24 5.76 -1.41
H 8.48 4.51 -1.30
H 7.27 4.70 -0.06
H 3.71 1.08 -1.36
H 5.06 1.43 -0.63
C -4.52 -3.36 0.90
C -6.07 -3.55 0.63
C -6.17 -3.75 -0.91
O -6.01 -2.52 -1.52
C -5.92 -2.56 -2.92
N -6.47 -4.81 1.22
H -4.37 -3.40 1.98
H -4.16 -2.41 0.50
H -3.98 -4.17 0.43
H -6.69 -2.74 1.01
H -7.20 -4.04 -1.13
H -5.56 -4.57 -1.29
H -4.97 -2.98 -3.25
H -5.96 -1.50 -3.19
H -6.78 -3.12 -3.29
H -6.27 -4.77 2.21
H -5.78 -5.45 0.87
C -3.00 3.04 2.25
C -3.19 3.93 3.45
C -2.31 5.19 3.45
O -2.55 6.00 4.61
C -1.57 6.98 4.77
N -4.59 4.32 3.55
H -3.46 3.35 1.32
H -3.53 2.10 2.42
H -1.92 2.92 2.16
H -2.93 3.37 4.35
H -2.59 5.83 2.61
H -1.28 4.86 3.32
H -1.59 7.83 4.09
H -0.60 6.49 4.68
H -1.66 7.33 5.80
H -4.91 4.71 2.68
H -4.54 5.04 4.26
C 0.10 -2.02 -0.93
C 0.88 -0.94 -0.18
C 0.95 -1.17 1.37
O -0.27 -1.69 1.96
C -1.42 -0.85 2.00
N 2.22 -1.01 -0.64
H 0.15 -1.83 -2.00
H -0.96 -2.00 -0.65
H 0.49 -3.01 -0.71
H 0.54 0.07 -0.39
H 1.16 -0.21 1.83
H 1.77 -1.80 1.72
H -2.09 -0.81 1.14
H -1.12 0.16 2.29
H -2.15 -1.26 2.69
H 2.21 -0.82 -1.64
H 2.58 -1.96 -0.56
C -5.37 -0.39 3.82
C -5.58 -0.47 5.35
C -4.24 -0.22 6.11
O -3.18 -1.09 5.62
C -1.85 -0.62 5.94
N -6.47 0.64 5.63
H -5.04 0.61 3.57
H -6.26 -0.60 3.22
H -4.74 -1.13 3.32
H -6.11 -1.38 5.63
H -4.36 -0.35 7.19
H -3.96 0.83 6.04
H -1.14 -1.24 5.40
H -1.49 -0.77 6.95
H -1.61 0.39 5.59
H -7.21 0.54 4.95
H -6.95 0.42 6.50
C -2.26 5.67 -2.76
C -2.04 4.94 -1.46
C -0.52 4.40 -1.38
O -0.39 3.68 -0.14
C 0.81 3.12 0.24
N -2.28 5.99 -0.43
H -2.40 5.01 -3.62
H -1.62 6.54 -2.93
H -3.24 6.15 -2.71
H -2.78 4.15 -1.33
H 0.20 5.21 -1.53
H -0.28 3.68 -2.16
H 1.29 2.65 -0.62
H 0.69 2.41 1.06
H 1.49 3.87 0.65
H -1.61 6.73 -0.56
H -1.98 5.55 0.43
C -7.58 2.83 -2.25
C -6.13 2.91 -1.95
C -5.49 1.54 -1.75
O -4.13 1.76 -1.33
C -3.47 0.62 -0.88
N -5.49 3.60 -3.07
H -7.68 2.32 -3.21
H -8.03 3.82 -2.37
H -8.15 2.37 -1.45
H -6.04 3.54 -1.07
H -5.62 0.93 -2.64
H -6.05 1.09 -0.92
H -3.71 -0.32 -1.37
H -3.63 0.56 0.20
H -2.40 0.81 -0.95
H -5.64 3.08 -3.92
H -4.50 3.75 -2.91
```

For the total energy, the calculation gives -102221.889 eV. For the LUMO energy, the calculation gives 0.0130 Ha. The calculation puts the energy relative to the best compared isomer or geometry (same formula, charge and spin) at 97.3 kcal per mole. The net charge is 0. The calculation puts the gap between HOMO and LUMO at 9.296 eV.

***

# 4
Here is a 3-piece molecular cluster, C28H55O3P overall at a distorted geometry from the OMol25 dataset. Energies are from wB97M-V/def2-TZVPD.

Structure (XYZ):
```
87
Properties=species:S:1:pos:R:3
C 0.85 -2.74 0.36
C 1.12 -2.21 -1.12
C -0.15 -1.43 -1.64
C -1.11 -2.39 -2.48
O -1.89 -3.19 -1.58
P -3.38 -3.63 -2.24
C -4.56 -2.29 -1.59
C -4.17 -1.77 -0.14
C -4.02 -2.96 0.90
O -5.19 -0.84 0.25
C -4.71 0.12 1.18
C -3.77 1.18 0.47
C -4.27 1.83 -0.73
C -3.37 2.77 -1.41
C -2.03 2.99 -0.86
C -1.55 2.34 0.37
C -2.45 1.39 1.05
O -3.99 -5.05 -1.55
C -3.03 -5.78 -0.75
C -3.89 -6.74 0.20
H 1.38 -3.71 0.57
H -0.24 -2.94 0.51
H 1.16 -1.99 1.14
H 2.04 -1.58 -1.08
H 1.35 -3.12 -1.74
H -0.74 -1.13 -0.73
H 0.13 -0.51 -2.21
H -0.42 -3.03 -3.11
H -1.75 -1.79 -3.18
H -4.48 -1.41 -2.29
H -5.61 -2.67 -1.61
H -3.15 -1.32 -0.25
H -2.93 -3.27 0.86
H -4.17 -2.54 1.93
H -4.69 -3.83 0.68
H -5.60 0.71 1.54
H -4.21 -0.35 2.07
H -5.29 1.58 -1.09
H -3.72 3.27 -2.34
H -1.33 3.67 -1.38
H -0.53 2.50 0.78
H -2.13 0.86 1.98
H -2.42 -5.16 -0.06
H -2.43 -6.43 -1.44
H -4.96 -6.70 -0.16
H -3.49 -7.78 0.26
H -3.92 -6.24 1.21
C 0.89 5.77 2.29
C -0.21 6.80 2.09
C -0.96 6.64 0.77
C -0.11 6.82 -0.49
C 0.61 8.17 -0.60
C -0.35 9.35 -0.68
H 1.68 5.87 1.54
H 1.36 5.91 3.27
H 0.50 4.76 2.25
H 0.20 7.81 2.18
H -0.93 6.70 2.91
H -1.80 7.34 0.75
H -1.41 5.64 0.74
H -0.75 6.68 -1.36
H 0.64 6.02 -0.54
H 1.22 8.16 -1.51
H 1.30 8.30 0.23
H -1.03 9.25 -1.53
H 0.21 10.28 -0.80
H -0.95 9.45 0.23
C 4.86 -1.86 2.27
C 4.96 -1.85 0.75
C 4.75 -3.22 0.11
C 5.77 -4.29 0.51
C 7.23 -3.94 0.21
C 7.51 -3.75 -1.28
H 5.63 -2.49 2.72
H 4.98 -0.85 2.67
H 3.88 -2.24 2.59
H 5.93 -1.44 0.45
H 4.21 -1.16 0.35
H 4.75 -3.11 -0.97
H 3.75 -3.59 0.38
H 5.52 -5.22 -0.01
H 5.68 -4.51 1.57
H 7.86 -4.75 0.58
H 7.53 -3.05 0.76
H 7.26 -4.64 -1.84
H 8.58 -3.54 -1.44
H 6.95 -2.90 -1.69
```

For the total energy, the calculation gives -45357.826 eV. As for the SMILES: CCCCOP(C[C@H](C)OCc1ccccc1)OCC.CCCCCC.CCCCCC. For the LUMO energy, the calculation gives 0.0245 Ha. The calculation puts the energy relative to the best compared isomer or geometry (same formula, charge and spin) at 0.0 kcal per mole. The net charge is 0. The calculation puts the gap between HOMO and LUMO at 8.641 eV.

***

Highest occupied orbital energy per entry: -9.12 -9.55 -8.94 -7.97 eV